(1)
The following is a DFT calculation (ωB97M-V/def2-TZVPD) of an isolated molecule of C4H9NO2.

```
! wB97M-V def2-TZVPD RIJCOSX def2/J DEFGRID3
* xyz 0 1
C -1.05 1.29 -0.55
C -0.32 0.40 0.44
C -0.88 -1.03 0.40
O -0.42 -1.85 1.45
N 1.14 0.53 0.17
C 1.93 -0.32 -0.55
O 1.81 -1.53 -0.66
H -0.69 2.32 -0.46
H -2.14 1.31 -0.39
H -0.83 0.93 -1.56
H -0.51 0.77 1.45
H -1.96 -0.91 0.56
H -0.74 -1.49 -0.58
H 0.49 -2.10 1.23
H 1.43 1.50 0.14
H 2.74 0.20 -1.10
*
```

Summary:
orbital gap: 10.71 eV
E: -9879.01581 eV
SMILES: C[C@@H](CO)NC=O
energy above the lowest of the compared OMol25 structures with the same formula, charge and spin: 24.09 kcal/mol

Mulliken population analysis, charges in e, atoms 1 to 4:
1. C -1.39
2. C 0.50
3. C -0.79
4. O -0.54


(2)
The following is a DFT calculation (ωB97M-V/def2-TZVPD) of a cluster of 8 separate species, C24H48O24 in total.

```
! wB97M-V def2-TZVPD RIJCOSX def2/J DEFGRID3
* xyz 0 1
C 1.56 -17.43 13.15
O 2.01 -18.62 13.60
C 3.33 -18.81 13.83
O 4.16 -17.84 13.77
O 3.57 -20.15 13.91
C 4.89 -20.67 13.84
H 1.88 -16.60 13.78
H 0.47 -17.40 13.12
H 1.97 -17.21 12.16
H 5.48 -20.28 13.01
H 4.91 -21.76 13.79
H 5.33 -20.48 14.82
C 5.97 -22.97 17.45
O 7.31 -22.48 17.87
C 7.87 -21.42 17.21
O 7.29 -20.75 16.36
O 9.22 -21.23 17.72
C 10.00 -20.12 17.22
H 5.82 -23.26 16.41
H 5.30 -22.16 17.73
H 5.56 -23.75 18.09
H 11.04 -20.25 17.54
H 9.60 -19.16 17.57
H 10.02 -20.07 16.13
C 2.47 -22.62 12.13
O 1.86 -21.64 11.35
C 2.53 -20.68 10.78
O 3.80 -20.60 10.74
O 1.60 -19.78 10.29
C 2.00 -18.79 9.38
H 2.68 -22.27 13.14
H 3.43 -22.96 11.73
H 1.77 -23.45 12.16
H 2.59 -19.28 8.61
H 2.72 -18.13 9.86
H 1.16 -18.19 9.03
C 0.33 -21.03 14.62
O -0.51 -21.91 15.29
C -1.89 -21.84 15.17
O -2.53 -21.05 14.50
O -2.31 -22.76 16.02
C -3.70 -23.07 16.01
H 1.38 -21.23 14.81
H 0.07 -20.00 14.88
H 0.26 -21.06 13.53
H -4.32 -22.21 15.77
H -4.16 -23.37 16.95
H -3.95 -23.98 15.46
C 11.80 -17.85 10.43
O 10.47 -17.69 10.87
C 9.53 -18.32 10.13
O 9.70 -18.88 9.04
O 8.49 -18.31 10.77
C 7.35 -19.01 10.26
H 12.38 -17.14 11.02
H 11.84 -17.66 9.36
H 12.20 -18.84 10.60
H 7.50 -20.05 10.56
H 7.27 -19.01 9.17
H 6.39 -18.68 10.64
C 4.14 -15.17 10.88
O 4.75 -16.14 10.06
C 5.19 -15.81 8.92
O 5.07 -14.69 8.39
O 5.75 -16.86 8.30
C 6.20 -16.68 6.96
H 4.25 -15.64 11.86
H 3.13 -14.97 10.54
H 4.55 -14.16 10.83
H 6.97 -15.92 7.06
H 5.44 -16.34 6.26
H 6.65 -17.60 6.58
C -3.38 -14.75 15.29
O -2.55 -15.66 16.02
C -1.40 -15.95 15.68
O -0.84 -15.45 14.76
O -0.96 -16.91 16.52
C 0.48 -17.26 16.43
H -2.85 -13.84 15.01
H -4.18 -14.33 15.90
H -3.84 -15.27 14.45
H 1.01 -17.38 17.37
H 1.15 -16.64 15.84
H 0.59 -18.19 15.87
C 10.27 -14.78 18.05
O 9.60 -15.98 17.64
C 8.48 -15.90 16.82
O 7.78 -14.89 16.60
O 8.24 -17.14 16.39
C 7.05 -17.43 15.79
H 10.81 -14.35 17.21
H 10.97 -14.85 18.88
H 9.51 -14.04 18.29
H 7.14 -17.32 14.71
H 6.22 -16.87 16.22
H 7.01 -18.48 16.06
*
```

Summary:
orbital gap: 10.72 eV
E: -74802.14377 eV
SMILES: COC(=O)OC.COC(=O)OC.COC(=O)OC.COC(=O)OC.COC(=O)OC.COC(=O)OC.COC(=O)OC.COC(=O)OC
energy above the lowest of the compared OMol25 structures with the same formula, charge and spin: 106.16 kcal/mol

Mulliken population analysis, charges in e, atoms 1 to 4:
1. C -0.51
2. O -0.08
3. C 0.45
4. O -0.57


(3)
The following is a DFT calculation (ωB97M-V/def2-TZVPD) of a cluster of 7 separate species, C18H41N2O12 in total.

```
! wB97M-V def2-TZVPD RIJCOSX def2/J DEFGRID3
* xyz -1 1
O -0.08 -0.40 1.68
H -0.37 -1.30 1.37
H -0.18 -0.29 2.72
H 0.90 -0.22 1.46
C -0.48 -0.97 6.20
C 0.25 -0.25 5.29
C 1.64 0.35 5.65
O 2.10 1.27 4.94
C 2.25 -0.20 6.78
C 1.57 -1.07 7.67
C 0.13 -1.46 7.40
O -0.49 -2.20 8.15
O 2.22 -1.60 8.58
O -0.17 0.00 4.09
H -1.47 -1.34 5.98
H 3.31 -0.03 6.88
O 0.66 3.25 2.98
H 1.09 2.52 3.53
H 1.41 3.72 2.61
O -1.35 -2.55 1.02
H -1.17 -3.31 0.45
H -2.29 -2.61 1.23
O -1.90 1.99 3.32
H -1.14 2.41 2.88
H -1.53 1.23 3.84
C 1.83 -2.83 3.86
O 1.83 -2.45 2.50
C 3.11 -2.10 2.00
C 2.90 -1.48 0.63
N 2.44 -0.10 0.71
C 2.48 0.60 -0.57
C 1.65 1.86 -0.51
O 0.29 1.46 -0.32
C -0.52 2.60 -0.14
H 0.80 -2.94 4.21
H 2.19 -2.01 4.50
H 2.41 -3.74 4.05
H 3.76 -2.98 1.94
H 3.53 -1.35 2.70
H 2.21 -2.04 0.00
H 3.92 -1.55 0.21
H 3.01 0.37 1.40
H 2.11 -0.04 -1.38
H 3.53 0.77 -0.85
H 1.74 2.38 -1.47
H 1.94 2.42 0.38
H -0.04 3.38 0.46
H -1.44 2.33 0.38
H -0.92 2.95 -1.11
C -1.77 -0.68 -1.74
O -1.58 -0.44 -3.11
C -0.84 0.71 -3.38
C -0.42 0.81 -4.83
N -1.45 1.13 -5.80
C -2.54 0.15 -5.88
C -3.43 0.46 -7.05
O -2.71 0.11 -8.22
C -3.43 0.38 -9.38
H -2.37 -1.58 -1.63
H -2.41 0.12 -1.33
H -0.84 -0.72 -1.16
H 0.08 0.71 -2.79
H -1.33 1.66 -3.13
H 0.21 -0.04 -5.16
H 0.31 1.63 -4.82
H -1.05 1.10 -6.74
H -3.06 0.15 -4.93
H -2.15 -0.87 -6.02
H -3.68 1.53 -7.01
H -4.35 -0.14 -7.01
H -3.63 1.45 -9.50
H -4.40 -0.15 -9.44
H -2.84 0.08 -10.24
*
```

Summary:
orbital gap: 5.08 eV
E: -46879.15622 eV
energy above the lowest of the compared OMol25 structures with the same formula, charge and spin: 6.48 kcal/mol

Mulliken population analysis, charges in e, atoms 1 to 4:
1. O -0.21
2. H 0.51
3. H 0.63
4. H 0.25


(4)
The following is a DFT calculation (ωB97M-V/def2-TZVPD) of a structure of composition CH3ClN2.

```
! wB97M-V def2-TZVPD RIJCOSX def2/J DEFGRID3
* xyz 0 1
C 0.42 -0.83 0.47
N -0.12 1.09 -0.83
N 0.92 0.55 -0.64
Cl 1.38 -2.39 0.17
H 0.78 -0.44 1.45
H -0.63 -0.95 0.29
H -0.26 2.02 -1.33
*
```

Summary:
orbital gap: 9.66 eV
E: -16585.29838 eV
energy above the lowest of the compared OMol25 structures with the same formula, charge and spin: 84.22 kcal/mol

Mulliken population analysis, charges in e, atoms 1 to 4:
1. C -0.29
2. N -0.30
3. N -0.08
4. Cl -0.19


(5)
The following is a DFT calculation (ωB97M-V/def2-TZVPD) of a structure of composition C30H43As2KN3O5.

```
! wB97M-V def2-TZVPD RIJCOSX def2/J DEFGRID3
* xyz -1 1
K 0.19 1.88 1.11
O 4.04 -1.49 1.84
C 3.07 -0.78 1.24
O 1.97 -1.22 1.07
C 3.57 0.57 0.80
O 2.60 1.20 0.02
C 2.93 2.55 -0.21
C 1.75 3.17 -1.03
O 1.95 3.32 -2.23
O 0.72 3.44 -0.38
H 3.64 -2.25 2.29
H 4.52 0.44 0.27
H 3.77 1.13 1.72
H 3.85 2.63 -0.80
H 3.04 3.09 0.75
N -0.94 -0.44 1.08
C -1.72 -0.80 2.16
C -3.06 -1.11 1.96
C -3.88 -1.46 3.01
C -3.37 -1.50 4.30
C -2.03 -1.20 4.50
C -1.18 -0.86 3.45
C 0.25 -0.63 3.73
C 0.94 -1.68 4.33
C 2.28 -1.57 4.65
C 2.91 -0.36 4.40
C 2.20 0.68 3.82
C 0.84 0.63 3.43
H -1.23 -0.82 0.18
H 0.04 -0.62 1.24
H -3.46 -1.08 0.95
H -4.92 -1.71 2.83
H -4.00 -1.76 5.13
H -1.62 -1.24 5.50
H 0.43 -2.62 4.54
H 2.81 -2.40 5.09
H 3.97 -0.24 4.63
H 2.73 1.63 3.69
C -4.12 2.97 -1.02
As -2.18 2.96 -0.58
C -2.18 4.72 0.30
C -1.54 3.51 -2.33
C -1.93 4.72 -2.90
C -1.41 5.14 -4.10
C -0.51 4.33 -4.77
C -0.14 3.11 -4.23
C -0.63 2.70 -3.00
As -0.16 1.02 -2.14
C 0.95 0.24 -3.59
C -1.90 0.22 -2.71
H -4.43 3.90 -1.49
H -4.70 2.83 -0.10
H -4.36 2.14 -1.69
H -2.75 5.46 -0.25
H -1.14 5.04 0.37
H -2.60 4.64 1.31
H -2.64 5.36 -2.38
H -1.68 6.11 -4.51
H -0.08 4.66 -5.71
H 0.58 2.50 -4.76
H 0.45 0.24 -4.56
H 1.22 -0.79 -3.34
H 1.86 0.82 -3.65
H -2.27 0.71 -3.61
H -2.62 0.37 -1.91
H -1.82 -0.85 -2.90
C 2.13 -3.96 -0.48
C 0.68 -4.40 -0.73
C 0.35 -5.57 0.21
C 0.51 -4.84 -2.19
N -0.31 -3.36 -0.45
N -0.14 -2.12 -1.12
H 2.82 -4.76 -0.73
H 2.26 -3.70 0.57
H 2.39 -3.09 -1.08
H 0.99 -6.42 0.00
H -0.69 -5.86 0.08
H 0.49 -5.26 1.24
H 1.06 -5.75 -2.39
H 0.89 -4.07 -2.87
H -0.54 -5.00 -2.40
H -0.33 -3.14 0.54
H -0.16 -2.30 -2.12
H 0.75 -1.67 -0.89
*
```

Summary:
orbital gap: 6.24 eV
E: -184518.21618 eV
energy above the lowest of the compared OMol25 structures with the same formula, charge and spin: 23.99 kcal/mol

Mulliken population analysis, charges in e, atoms 1 to 4:
1. K 0.52
2. O -0.62
3. C 0.05
4. O 0.16


(6)
The following is a DFT calculation (ωB97M-V/def2-TZVPD) of a structure of composition C3H7FO2Rh.

```
! wB97M-V def2-TZVPD RIJCOSX def2/J DEFGRID3
* xyz 1 5
Rh -1.15 -0.61 -0.20
F -2.05 1.11 0.07
O -0.13 -1.45 1.08
C 1.24 -1.23 1.11
C 1.73 0.02 0.38
O 1.52 0.01 -1.02
C 0.27 0.56 -1.50
H 1.79 -2.10 0.67
H 1.61 -1.13 2.15
H 2.82 0.11 0.53
H 1.26 0.92 0.82
H 0.00 1.61 -1.71
H -1.46 1.84 -0.40
H 0.43 0.37 -2.58
*
```

Summary:
orbital gap (alpha / beta): 8.60 / 7.68 eV
⟨S²⟩: 6.01
E: -13030.74360 eV

Mulliken population analysis, charges in e, atoms 1 to 4:
1. Rh 0.99
2. F -0.48
3. O -0.69
4. C 0.07


(7)
The following is a DFT calculation (ωB97M-V/def2-TZVPD) of a structure of composition C25H24FeIN4O3S.

```
! wB97M-V def2-TZVPD RIJCOSX def2/J DEFGRID3
* xyz 1 5
Fe 0.43 0.47 0.13
C 1.89 -2.46 3.37
C 0.46 -2.68 2.98
N -0.17 -3.73 3.44
C -1.46 -3.93 3.12
C -2.18 -3.09 2.31
C -3.63 -3.40 2.00
O -4.51 -2.38 2.44
C -1.51 -1.96 1.76
C -2.25 -1.09 0.88
N -1.78 -0.24 0.03
C -2.72 0.39 -0.83
C -3.92 -0.23 -1.21
C -4.83 0.41 -2.03
C -4.56 1.67 -2.55
C -3.36 2.27 -2.25
C -2.47 1.63 -1.40
I -0.68 2.69 -0.94
C -0.17 -1.72 2.12
O 0.50 -0.68 1.74
H 2.20 -3.23 4.08
H 2.01 -1.48 3.83
H 2.55 -2.50 2.50
H -1.92 -4.82 3.55
H -3.88 -4.37 2.44
H -3.77 -3.48 0.92
H -4.54 -2.38 3.40
H -3.33 -1.20 0.96
H -4.13 -1.23 -0.89
H -5.77 -0.09 -2.27
H -5.27 2.17 -3.20
H -3.11 3.24 -2.67
C 1.23 2.43 2.73
O 1.65 2.01 1.42
H 1.26 3.52 2.81
H 1.85 1.99 3.51
H 0.20 2.10 2.87
H 2.57 2.26 1.31
S 3.87 -3.57 -4.04
C 3.00 -2.40 -3.00
C 2.16 -1.44 -3.55
C 1.52 -0.56 -2.71
N 1.67 -0.58 -1.38
C 2.48 -1.50 -0.85
C 3.16 -2.43 -1.62
C 5.35 -2.57 -4.25
C 5.41 -1.65 -5.28
C 6.56 -0.86 -5.38
N 7.58 -0.96 -4.53
C 7.51 -1.87 -3.57
C 6.41 -2.71 -3.38
H 2.01 -1.39 -4.62
H 0.86 0.21 -3.11
H 2.58 -1.49 0.23
H 3.80 -3.16 -1.15
H 4.61 -1.55 -6.00
H 6.65 -0.12 -6.16
H 8.37 -1.93 -2.91
H 6.40 -3.44 -2.59
*
```

Summary:
orbital gap (alpha / beta): 7.51 / 7.45 eV
⟨S²⟩: 6.01
E: -91735.25256 eV
energy above the lowest of the compared OMol25 structures with the same formula, charge and spin: 11.67 kcal/mol

Mulliken population analysis, charges in e, atoms 1 to 4:
1. Fe 0.78
2. C -1.14
3. C 0.77
4. N -0.64


(8)
The following is a DFT calculation (ωB97M-V/def2-TZVPD) of a cluster of 4 separate species, C3H12O4 in total.

```
! wB97M-V def2-TZVPD RIJCOSX def2/J DEFGRID3
* xyz 0 1
O -1.20 -1.18 0.98
C -1.10 0.01 1.19
C -0.01 0.53 2.05
C 1.08 1.17 1.16
H -1.55 0.67 0.43
H 0.41 -0.31 2.60
H -0.33 1.34 2.70
H 1.84 1.57 1.84
H 0.68 1.93 0.51
H 1.63 0.42 0.58
H 1.77 -0.39 -2.21
H 2.57 0.79 -1.79
O 1.98 0.50 -2.50
H -2.88 -0.57 -1.85
H -4.09 -0.28 -1.05
O -3.35 0.18 -1.46
H 0.59 -2.69 -1.56
H 0.98 -1.78 -0.32
O 0.98 -1.88 -1.27
*
```

Summary:
orbital gap: 10.59 eV
E: -11495.01004 eV
SMILES: CCC=O.O.O.O
energy above the lowest of the compared OMol25 structures with the same formula, charge and spin: 17.35 kcal/mol

Mulliken population analysis, charges in e, atoms 1 to 4:
1. O -0.48
2. C 0.06
3. C -0.34
4. C -1.00